(1)
ORCA calculation (ωB97M-V/def2-TZVPD) on a cluster of 2 separate species, C20H16N3O2 in total at a distorted geometry.

net charge = +1
orbital gap = 6.22 eV
maximum force = 4.41 eV/Å
lowest unoccupied orbital energy = -6.46 eV
relative energy (zero: lowest compared OMol25 entry of this formula, charge and spin) = 0.0 kcal/mol
multiplicity = 1

Geometry as XYZ:
```
41
C20H16N3O2 (ωB97M-V/def2-TZVPD)
C -0.7931 0.2333 0.7322
C -2.1604 -0.2347 1.2861
C -3.1618 0.7230 1.4694
C -4.4622 0.3312 1.7867
C -4.7655 -1.0302 1.9150
C -3.7520 -1.9856 1.7838
C -2.4517 -1.5802 1.4392
C 0.5296 -0.2237 1.4144
C 1.5293 0.7385 1.5824
C 2.8604 0.3479 1.7365
C 3.1783 -1.0126 1.7930
C 2.1607 -1.9672 1.7855
C 0.8306 -1.5674 1.5961
H -0.7897 1.3328 0.7651
H -2.9105 1.7817 1.3808
H -5.2385 1.0879 1.9206
H -5.7889 -1.3481 2.1212
H -3.9577 -3.0487 1.9165
H -1.6936 -2.3365 1.2617
H 1.2690 1.7970 1.5219
H 3.6458 1.1044 1.7940
H 4.2182 -1.3314 1.8726
H 2.3843 -3.0301 1.8855
H 0.0588 -2.3225 1.5086
C -0.6296 -0.2052 -0.6297
N -2.8144 0.6628 -1.9747
N -3.8190 0.8110 -1.5111
C 0.4088 0.2895 -1.4817
C 1.5110 -0.5574 -1.7946
C 2.5989 -0.0868 -2.4994
C 2.5900 1.2320 -2.9947
N 3.8252 1.7591 -3.4648
O 3.9065 2.9537 -3.8234
O 4.8216 0.9929 -3.4530
C 1.4777 2.0763 -2.7557
C 0.4279 1.6245 -1.9822
H -1.1652 -1.1040 -0.9422
H 1.5379 -1.5782 -1.4056
H 3.4953 -0.6881 -2.6431
H 1.5001 3.0803 -3.1749
H -0.4124 2.2786 -1.7381
```

---

(2)
ORCA calculation (ωB97M-V/def2-TZVPD) on a cluster of 17 separate species, C54H151N25O22 in total at a distorted geometry.

orbital gap = 8.61 eV
maximum force = 4.66 eV/Å
lowest unoccupied orbital energy = 0.59 eV
multiplicity = 1

Geometry as XYZ:
```
252
C54H151N25O22 (ωB97M-V/def2-TZVPD)
C 4.4197 0.8568 2.9806
O 4.9375 -0.2582 2.9668
N 3.1540 1.0079 2.5660
N 5.0555 2.0522 3.2668
H 3.0051 1.9711 2.2793
H 2.7005 0.2153 2.1618
H 4.3865 2.7755 3.5567
H 5.7354 2.0664 4.0172
C 0.6838 -1.5682 -2.8312
O 0.7309 -0.4302 -2.3950
N 1.6400 -1.9954 -3.6879
N -0.3576 -2.4649 -2.5413
H 1.5382 -2.8739 -4.2457
H 2.2786 -1.2736 -4.0830
H -0.3018 -3.3896 -2.9752
H -1.0690 -2.0990 -1.9695
C -0.1268 2.0155 -0.3055
O -0.5603 2.9508 0.4178
N -1.0267 1.3222 -1.0486
N 1.1191 1.5898 -0.4684
H -2.0166 1.6076 -1.0826
H -0.6528 0.5372 -1.4518
H 1.2270 0.9456 -1.2505
H 1.9026 2.0803 0.0246
C 3.7877 4.5236 1.0623
O 2.9183 3.6514 0.8501
N 3.8114 5.2883 2.1785
N 4.5728 4.8773 -0.0006
H 3.1655 5.1473 2.9829
H 4.6659 5.8205 2.2206
H 4.8125 4.1481 -0.6044
H 5.4178 5.3464 0.2869
C -3.9402 -0.7168 -2.5583
O -3.5990 -1.8688 -2.8460
N -4.4733 -0.4016 -1.3280
N -3.8282 0.3509 -3.4024
H -4.7366 0.5354 -1.1139
H -4.5845 -1.2128 -0.7449
H -3.5406 0.1718 -4.3561
H -3.8512 1.3200 -3.1321
C 2.7144 1.2196 -5.0582
O 3.2756 0.1296 -5.1253
N 1.6961 1.4575 -4.1845
N 3.1328 2.2751 -5.8454
H 1.1354 2.2666 -4.1789
H 1.4054 0.6161 -3.7019
H 2.5326 3.1069 -5.8480
H 3.7244 1.9903 -6.6176
C 1.3012 3.8538 4.1472
O 2.3124 4.4967 4.4439
N 0.7233 3.1601 5.1006
N 0.5987 3.8356 2.9839
H 0.0297 2.4224 4.7760
H 1.2958 2.8900 5.8641
H -0.1129 3.1562 2.7940
H 1.0904 4.0786 2.1174
C -2.2730 3.8504 -3.0745
O -3.2869 3.2753 -3.4962
N -2.3643 4.8802 -2.1243
N -1.0397 3.5432 -3.5521
H -1.4958 5.2307 -1.7103
H -3.0690 4.6773 -1.4842
H -0.9064 2.6919 -4.1237
H -0.1655 4.0190 -3.2225
C 3.0663 -5.4817 -4.5552
O 1.7617 -4.9689 -4.4133
C 0.7825 -5.9082 -4.6892
C -0.6287 -5.4172 -4.5307
N -1.0418 -5.1345 -3.1634
C -2.5381 -5.3037 -2.8968
C -2.8818 -5.2696 -1.4319
O -2.1351 -6.3749 -0.8501
C -2.2961 -6.3156 0.5661
H 3.0918 -5.9814 -5.5426
H 3.2657 -6.0488 -3.6527
H 3.7058 -4.6223 -4.5789
H 0.9105 -6.7224 -3.9803
H 0.9205 -6.3253 -5.7001
H -1.2981 -6.1707 -5.0196
H -0.6553 -4.4241 -5.1092
H -0.7237 -5.8491 -2.5668
H -2.9123 -6.2983 -3.3638
H -3.0408 -4.3771 -3.3932
H -3.9602 -5.3494 -1.2780
H -2.6171 -4.3116 -1.0076
H -1.7451 -5.4845 1.0209
H -1.8102 -7.2251 0.9039
H -3.3253 -6.3953 0.9880
C 2.1348 -5.2243 5.1924
O 3.0929 -6.1436 4.7424
C 3.6791 -5.8814 3.4763
C 4.5400 -4.6383 3.2114
N 5.2360 -4.8052 1.9236
C 5.2138 -3.7604 0.9524
C 3.8953 -3.4802 0.1718
O 3.5892 -4.6524 -0.6348
C 2.2479 -4.7531 -1.0355
H 1.8990 -5.4142 6.2348
H 1.1967 -5.4514 4.6544
H 2.4512 -4.1309 5.1723
H 2.8373 -5.9028 2.7269
H 4.3450 -6.6828 3.3290
H 5.2801 -4.5295 3.9782
H 3.9398 -3.7420 3.1190
H 5.0244 -5.6988 1.5688
H 5.9201 -3.9847 0.1773
H 5.4830 -2.8116 1.4880
H 4.0660 -2.5934 -0.5078
H 3.0560 -3.2349 0.7705
H 1.6388 -4.6100 -0.1026
H 1.9741 -5.6805 -1.5027
H 1.9598 -3.8741 -1.6362
C -1.5726 5.8331 0.9201
O -0.7829 6.2085 -0.2419
C 0.6276 6.2786 -0.0376
C 1.4057 6.2714 -1.3851
N 1.3424 4.9708 -2.0408
C 2.3045 4.7875 -3.1490
C 1.8669 5.5130 -4.4399
O 1.4013 4.5342 -5.3875
C 0.5456 5.1089 -6.3761
H -2.4422 6.5331 0.8579
H -1.0638 6.1530 1.8716
H -1.7904 4.8177 0.8237
H 1.0450 5.4341 0.6076
H 0.8468 7.2358 0.4418
H 2.4624 6.7521 -1.2772
H 0.8685 6.9666 -2.0247
H 1.3526 4.2874 -1.2985
H 2.2618 3.6605 -3.3538
H 3.3148 5.1064 -2.8563
H 2.6627 6.1044 -4.9322
H 1.0126 6.1438 -4.1682
H 1.0104 5.8688 -6.9459
H -0.3425 5.5350 -5.8435
H 0.1401 4.3074 -7.0530
C -4.1256 -6.9764 4.5652
O -3.3654 -5.7588 4.4751
C -3.5358 -4.9168 5.5471
C -2.7063 -3.6654 5.4143
N -3.0080 -2.7281 4.3680
C -2.9629 -3.3581 3.0265
C -3.1874 -2.3100 1.9836
O -4.5030 -2.2346 1.4632
C -5.4370 -1.7691 2.3901
H -5.1658 -6.8978 4.3103
H -4.1057 -7.4568 5.5700
H -3.6916 -7.8041 3.9672
H -3.3374 -5.4013 6.5183
H -4.5677 -4.6028 5.5960
H -1.5733 -3.8754 5.3557
H -2.8832 -3.1121 6.4308
H -3.8458 -2.1744 4.5367
H -3.6527 -4.2143 2.9010
H -1.9801 -3.7563 2.8897
H -2.5841 -2.4132 1.1086
H -2.9550 -1.2880 2.3824
H -6.4176 -1.6257 1.9299
H -5.2027 -0.8790 2.9956
H -5.6324 -2.4660 3.1942
C 0.1496 -1.4827 0.8636
O 1.0135 -1.3860 1.9529
C 0.5535 -2.1831 3.0235
C 1.1485 -1.6161 4.3906
N 2.4984 -1.9359 4.4246
C 3.1199 -1.5005 5.6998
C 4.5562 -1.9695 5.6053
O 5.3824 -1.2590 6.5177
C 6.5689 -1.9640 6.8216
H -0.8864 -1.2867 1.2191
H 0.1600 -2.4377 0.4199
H 0.4611 -0.7276 0.1294
H 0.6730 -3.3035 3.0094
H -0.5104 -1.9658 2.9822
H 0.6334 -2.1278 5.1614
H 0.9381 -0.5759 4.4527
H 3.0446 -1.5116 3.6993
H 2.5815 -2.0638 6.4933
H 3.0276 -0.4721 5.9231
H 4.9850 -1.7445 4.5681
H 4.5916 -3.0543 5.7513
H 7.1256 -2.3015 5.9046
H 6.4123 -2.8780 7.4029
H 7.1656 -1.2214 7.3272
C 4.0370 -0.0588 -1.5628
C 4.6853 1.1976 -0.9367
C 5.9387 0.7888 -0.3744
O 6.7639 0.3140 -1.4301
C 8.1175 0.2620 -1.0382
N 4.9156 2.3422 -1.8747
H 3.1462 0.1866 -2.0524
H 3.8381 -0.7844 -0.7147
H 4.7507 -0.4843 -2.2107
H 4.0499 1.6487 -0.1133
H 5.7246 0.1039 0.4193
H 6.3765 1.6583 0.1207
H 8.5290 1.1276 -0.5153
H 8.5280 0.0873 -2.0238
H 8.2712 -0.6207 -0.4239
H 5.6850 2.0197 -2.4088
H 4.1056 2.3632 -2.5323
C -2.2940 0.6206 5.2229
C -2.5521 1.2807 3.8119
C -3.1593 2.7083 4.0052
O -4.5014 2.4915 4.4059
C -5.1416 3.6562 4.9297
N -1.2228 1.3853 3.1822
H -3.2309 0.6281 5.7575
H -1.6009 1.2135 5.7187
H -1.9952 -0.4579 5.1644
H -3.1997 0.6355 3.2267
H -3.1577 3.2344 3.0551
H -2.6321 3.2589 4.8065
H -6.1220 3.3262 5.2579
H -5.2690 4.4738 4.1605
H -4.5843 3.9301 5.8347
H -0.6235 0.5500 3.3332
H -1.2894 1.5625 2.1794
C -4.3783 2.3841 -8.7174
C -4.1974 1.3929 -7.6019
C -2.8082 1.3151 -7.0384
O -2.6459 0.2250 -6.0942
C -1.3068 -0.2603 -5.8894
N -5.2363 1.5925 -6.5286
H -3.8357 2.0746 -9.5718
H -4.0161 3.3407 -8.4765
H -5.3781 2.6505 -9.0505
H -4.5596 0.4663 -8.0546
H -2.5659 2.2488 -6.4966
H -2.1326 1.1792 -7.8424
H -1.4503 -1.1203 -5.2745
H -0.8092 0.4643 -5.3185
H -0.8179 -0.5102 -6.8361
H -5.0549 2.4493 -5.8976
H -5.2817 0.7860 -5.8420
C -7.1380 1.9207 -0.1215
C -6.2390 3.1349 -0.6220
C -5.6010 3.7577 0.5942
O -4.7324 4.7987 0.2416
C -5.3844 5.9950 -0.0586
N -5.2237 2.6271 -1.4496
H -7.7332 1.5825 -0.9294
H -7.8703 2.2953 0.6454
H -6.4752 1.1340 0.1951
H -6.9830 3.9038 -0.9775
H -4.9978 2.9618 1.0668
H -6.4464 3.9727 1.2725
H -4.5276 6.6247 -0.3087
H -5.9984 6.3662 0.7925
H -5.9845 5.8827 -0.9483
H -4.6929 3.3938 -1.7892
H -5.6803 2.2562 -2.3282
```

---

(3)
ORCA calculation (ωB97M-V/def2-TZVPD) on a structure of composition C10H15CdF9O5S2 at a distorted geometry.

net charge = +2
orbital gap = 1.92 eV
maximum force = 5.72 eV/Å
lowest unoccupied orbital energy = -12.87 eV
relative energy (zero: lowest compared OMol25 entry of this formula, charge and spin) = 105.0 kcal/mol
multiplicity = 1

Geometry as XYZ:
```
42
C10H15CdF9O5S2 (ωB97M-V/def2-TZVPD)
C 6.4667 -2.3933 1.2467
C 5.4776 -2.2902 -0.0271
O 5.8340 -1.0660 -0.7836
C 4.6320 -0.3831 -1.2645
O 3.7768 -1.0040 -1.9132
C 4.3259 1.1843 -0.9639
C 3.2500 1.3206 0.2518
C 1.9381 2.1340 -0.1610
O 0.7713 1.3140 -0.3849
S -0.6394 2.0280 0.2269
O -0.6364 3.5171 -0.0074
O -1.9767 1.4874 -0.6763
C -2.4890 0.2806 0.0108
C -3.6847 0.6039 1.0228
C -5.0369 1.0859 0.3385
F -5.4588 2.2121 1.1330
F -4.8443 1.6795 -0.9447
C -6.2673 0.0879 0.4148
F -7.4061 0.7765 -0.0713
F -6.5375 -0.1247 1.7935
S -6.1210 -1.5678 -0.4022
F -4.9621 -1.0999 -1.4825
F -7.3142 -1.1123 -1.4975
F -7.3572 -2.1356 0.5949
F -5.0403 -2.1741 0.6997
F -6.1274 -3.0535 -1.1389
H 5.8425 -2.1645 2.1838
H 6.9298 -3.4196 1.3739
H 7.2408 -1.5570 1.1338
H 4.3898 -2.2838 0.3112
H 5.6474 -3.2313 -0.6468
H 4.0005 1.7314 -1.9044
H 5.3435 1.6288 -0.6634
H 3.7865 1.9475 1.0510
H 3.0381 0.3106 0.7508
H 1.7610 2.9161 0.6572
H 2.1855 2.7136 -1.1259
H -2.6787 -0.5818 -0.6987
H -1.6108 -0.0598 0.6789
H -3.2965 1.4729 1.6722
H -3.8269 -0.2544 1.7746
Cd 6.6744 -0.4759 -2.5627
```